16
Properties=species:S:1:pos:R:3:forces:R:3 method="wB97M-V/def2-TZVPD" total_charge=+1 multiplicity=1 e_lumo_ev=-6.436 e_homo_ev=-9.05 e_tot_ha=-1141.46210
Na 1.58366 -2.07766 -2.30043 0.11 0.18 -0.09
Na 2.54764 -2.10597 0.86604 -0.13 0.36 0.28
Na -0.67655 0.25977 -1.90881 -0.72 0.96 0.45
Na -0.86826 -2.42434 -0.01629 -1.10 0.15 0.33
O 0.82537 -0.83258 -0.26579 -0.14 -1.74 -0.87
H -0.06946 -0.56838 0.02404 0.19 0.48 0.11
C -2.96707 0.89024 -0.04936 -2.87 0.92 0.17
O -2.26885 -0.12606 -0.10997 5.01 -5.51 -0.95
O -2.57009 2.02230 -0.07914 2.90 3.92 -0.27
O -4.16637 0.65796 0.01303 -3.34 -0.85 0.29
O 3.18583 0.55158 -0.20763 0.87 -0.53 -0.29
H 3.47384 0.37926 0.68880 0.23 0.59 0.40
H 2.44232 -0.03697 -0.33815 -1.08 0.40 0.00
O 0.00870 1.30458 1.53918 0.62 -0.13 0.44
H 0.29478 0.51775 1.07518 0.24 0.37 0.25
H -0.77543 1.58851 1.06933 -0.79 0.42 -0.23


7
Properties=species:S:1:pos:R:3:forces:R:3 method="wB97M-V/def2-TZVPD" e_above_lowest_kcal_mol=16.4 multiplicity=2 e_lumo_ev="0.987 / -1.289" e_homo_ev="-10.02 / -10.82" e_tot_ha=-116.22626
H -0.22659 -0.23749 -0.75343 -1.91 -0.82 -4.10
C 0.51770 0.14303 0.94701 0.48 0.26 1.03
H 1.43277 -0.45329 0.95670 -0.36 0.04 -0.36
H 0.67807 1.22274 0.90931 -0.19 -0.31 -0.33
H -0.24928 -0.18314 1.65234 0.01 -0.01 -0.49
O -0.66052 -0.48859 -1.81720 1.81 0.79 3.91
H -1.49215 -0.00326 -1.89473 0.17 0.06 0.34


10
Properties=species:S:1:pos:R:3:forces:R:3 method="wB97M-V/def2-TZVPD" e_above_lowest_kcal_mol=45.6 multiplicity=1 e_lumo_ev=0.410 e_homo_ev=-10.25 e_tot_ha=-931.09238 smiles="O=C(O)S.P"
O -2.46949 0.38808 -0.90333 0.30 -0.18 0.33
C -2.26608 -0.16380 0.14317 -0.49 0.97 -0.38
O -2.41039 -1.48292 0.34063 -0.46 -1.06 -1.78
S -1.86024 0.66617 1.70270 0.09 -0.47 -0.02
H -2.69913 -1.91561 -0.55955 0.79 1.40 2.31
H -1.69970 1.95371 1.30097 -0.21 -0.67 -0.46
P 2.94313 0.61589 -0.51810 0.27 -0.45 -0.72
H 4.26415 0.67210 -0.06599 0.40 0.35 0.18
H 3.39998 -0.16304 -1.64366 -0.33 0.42 0.22
H 2.79777 -0.57059 0.20317 -0.36 -0.32 0.33


10
Properties=species:S:1:pos:R:3:forces:R:3 method="wB97M-V/def2-TZVPD" e_above_lowest_kcal_mol=58.3 multiplicity=1 e_lumo_ev=0.633 e_homo_ev=-8.74 e_tot_ha=-931.07206
C 1.47676 -0.32351 0.79769 0.72 0.38 1.21
O 1.27647 -1.59960 1.15484 2.10 1.65 0.21
O 0.70978 0.47876 0.31164 1.33 -0.53 1.37
P -1.18124 0.61499 -0.86098 -0.54 3.72 -0.35
S -1.10526 -1.28165 -0.89435 -0.52 -1.95 -0.62
H 2.48542 0.07159 1.12451 -0.69 -1.00 -0.44
H 0.41030 -1.90938 0.95925 -1.82 -0.19 -0.82
H -2.27264 1.16687 -1.60070 0.52 -0.51 -0.58
H -1.79053 1.26260 0.27544 1.12 -0.43 -0.07
H -0.00907 1.51931 -1.26734 -2.23 -1.15 0.09


9
Properties=species:S:1:pos:R:3:forces:R:3 method="wB97M-V/def2-TZVPD" total_charge=-1 e_above_lowest_kcal_mol=56.9 multiplicity=3 e_lumo_ev="3.479 / 3.326" e_homo_ev="0.19 / -2.41" e_tot_ha=-319.26488
C 0.98658 -0.23749 0.20456 0.57 -0.11 -0.16
H 0.70997 -1.19509 0.66258 -0.11 0.36 -0.25
H 0.79984 -0.26662 -0.88085 -0.16 -0.13 0.37
H 2.06509 -0.08536 0.36279 -0.14 0.02 0.05
O -1.96442 -0.11361 -0.20467 0.74 7.61 14.19
Pd -2.06953 -0.86738 -1.61237 -1.09 -7.81 -14.60
H -1.19784 0.34237 0.17177 -0.62 -0.08 0.12
O 0.22848 0.78801 0.84760 0.76 0.13 0.41
H 0.44183 1.63517 0.44859 0.04 0.00 -0.13


9
Properties=species:S:1:pos:R:3:forces:R:3 method="wB97M-V/def2-TZVPD" multiplicity=8 e_lumo_ev="0.017 / -0.207" e_homo_ev="-5.57 / -8.39" e_tot_ha=-849.42375
O -0.28055 -2.39058 -0.65398 -0.16 4.24 0.16
Sm 0.28826 -1.08906 2.60867 -0.46 1.06 -2.04
H -1.05579 -2.73331 -1.10560 -0.12 0.09 -0.06
C 0.29934 1.52610 -0.04314 -0.06 -0.18 0.01
H 0.85760 1.29622 -0.96911 -0.13 0.16 0.09
H -0.51484 2.22747 -0.29455 0.20 -0.04 -0.05
H 1.00276 2.07081 0.61257 -0.09 -0.03 -0.03
O -0.21181 0.36291 0.53800 0.46 -1.40 1.34
H -0.38496 -1.27056 -0.69287 0.37 -3.89 0.59


8
Properties=species:S:1:pos:R:3:forces:R:3 method="wB97M-V/def2-TZVPD" e_above_lowest_kcal_mol=20.9 multiplicity=1 e_lumo_ev=0.782 e_homo_ev=-8.84 e_tot_ha=-457.64780 smiles=CPO
C -0.47369 -1.04385 0.32061 3.99 3.34 0.01
P 1.03665 0.34096 -0.27507 -1.45 -0.57 2.08
O 0.00297 1.58909 -0.65887 -0.38 0.28 -2.57
H -0.93280 -1.05084 -0.59083 -1.83 -0.38 -1.91
H -0.87643 -0.59320 1.16292 -1.48 0.97 1.06
H 0.01807 -1.88988 0.62906 1.04 -2.32 0.23
H 1.35355 0.95937 1.07933 -0.36 -0.99 -1.40
H -0.12832 1.68834 -1.66716 0.46 -0.33 2.49


8
Properties=species:S:1:pos:R:3:forces:R:3 method="wB97M-V/def2-TZVPD" e_above_lowest_kcal_mol=56.2 multiplicity=1 e_lumo_ev=-0.429 e_homo_ev=-9.55 e_tot_ha=-457.59155
C -0.16710 0.30319 0.92562 1.31 -1.35 -0.12
O 1.63878 0.16451 -1.08060 -1.17 -0.64 0.23
P 0.29573 -0.34881 -0.66783 -0.05 2.81 -2.58
H 0.01493 1.30846 0.78575 0.44 2.40 -0.03
H -1.14919 0.18955 1.20877 -2.36 -0.48 0.45
H 0.47992 -0.05808 1.73127 0.11 -0.14 -0.37
H 0.13720 -1.66776 -0.66557 -0.28 -1.99 -0.04
H -1.25026 0.10894 -2.23742 2.01 -0.61 2.45